[1]
Here is 2 unconnected molecules or ions with the total composition C4H7N3S in a non-equilibrium geometry from the Open Molecules 2025 dataset. Energies are from ωB97M-V with the def2-TZVPD basis set.

Last column: natural (NBO) charge in e.
Atoms and positions in Å:
C: 0.28 -0.70 -0.16  0.164
C: 0.91 1.62 -0.97  0.209
C: 0.34 -1.65 -1.30  -0.681
C: -1.56 1.87 -0.77  -0.414
N: 0.67 -0.41 0.92  0.010
N: 0.84 0.00 2.05  -0.535
N: -0.17 2.13 -0.99  -0.435
S: 2.41 1.39 -1.13  -0.028
H: 1.30 -1.90 -1.66  0.248
H: -0.28 -1.25 -2.16  0.230
H: -0.26 -2.52 -0.92  0.245
H: -1.78 2.31 0.17  0.218
H: -2.17 2.37 -1.52  0.212
H: -1.78 0.80 -0.81  0.208
H: 1.71 0.52 2.19  0.350

Values from the calculation:
* HOMO: -8.34 eV
* frontier orbital gap: 8.89 eV
* lowest unoccupied orbital energy: 0.554 eV
* relative energy (zero: lowest compared OMol25 entry of this formula, charge and spin): 105.8 kcal per mole
* E: -19563.1914 eV
* largest force on an atom: 3.8 eV/A
* net charge: 0
* 2S+1: 1


[2]
Here is a gas-phase ion, C4H7N4O (charge +1) in a non-equilibrium geometry from the Open Molecules 2025 dataset. Energies are from ωB97M-V with the def2-TZVPD basis set.

Last column: natural (NBO) charge in e.
Atoms and positions in Å:
C: 0.15 1.98 1.57  -0.439
N: -0.34 0.98 0.52  -0.501
C: 0.15 -0.15 0.10  0.562
N: 1.06 -0.80 0.74  -0.729
C: -0.37 -0.80 -1.25  -0.301
C: -1.62 -1.58 -1.15  0.203
N: -2.60 -2.17 -1.11  -0.163
N: 0.70 -1.73 -1.81  0.156
O: 0.84 -1.58 -3.03  -0.161
H: -0.35 1.74 2.55  0.241
H: 1.19 2.03 1.85  0.245
H: -0.26 2.93 1.29  0.255
H: -1.09 1.23 -0.15  0.436
H: 1.68 -1.52 0.30  0.463
H: 1.40 -0.49 1.71  0.443
H: -0.51 -0.06 -2.11  0.291

Values from the calculation:
* HOMO: -14.53 eV
* frontier orbital gap: 9.19 eV
* SMILES string: CNC(=[NH2+])[C@H](C#N)N=O
* lowest unoccupied orbital energy: -5.342 eV
* relative energy (zero: lowest compared OMol25 entry of this formula, charge and spin): 64.3 kcal per mole
* E: -12258.8922 eV
* largest force on an atom: 4.1 eV/A
* net charge: +1
* 2S+1: 1


[3]
Here is a gas-phase ion, C4H7N4O (charge +1) in a non-equilibrium geometry from the Open Molecules 2025 dataset. Energies are from ωB97M-V with the def2-TZVPD basis set.

Last column: natural (NBO) charge in e.
Atoms and positions in Å:
C: -2.05 -0.93 -1.16  0.302
C: -0.92 -1.56 0.54  0.318
C: -0.40 -0.30 0.09  0.369
C: 1.87 1.25 -0.11  -0.485
N: -1.95 -1.91 -0.31  -0.424
N: -1.09 0.02 -1.06  -0.531
N: -0.58 -2.31 1.58  -0.600
N: 0.92 0.42 0.64  0.041
O: 1.18 0.25 1.82  -0.323
H: -2.76 -0.70 -1.90  0.233
H: 2.35 0.38 -0.81  0.223
H: 2.78 1.53 0.56  0.291
H: 1.46 2.08 -0.79  0.235
H: -0.93 0.97 -1.44  0.469
H: 0.29 -2.18 2.05  0.441
H: -1.18 -3.04 1.89  0.440

Values from the calculation:
* HOMO (spin up / spin down): -12.22 / -14.64 eV
* frontier orbital gap (spin up / spin down): 8.94 / 7.52 eV
* ⟨S²⟩: 2.014
* lowest unoccupied orbital energy (spin up / spin down): -3.282 / -7.121 eV
* relative energy (zero: lowest compared OMol25 entry of this formula, charge and spin): 0.0 kcal per mole
* E: -12258.1354 eV
* largest force on an atom: 4.3 eV/A
* net charge: +1
* 2S+1: 3


[4]
Here is a gas-phase ion, C4H7N4OS (charge +1) in a non-equilibrium geometry from the Open Molecules 2025 dataset. Energies are from ωB97M-V with the def2-TZVPD basis set.

Last column: natural (NBO) charge in e.
Atoms and positions in Å:
C: -1.20 2.25 -0.12  -0.707
C: -1.20 0.75 -0.11  0.727
O: -2.31 0.00 0.01  -0.622
N: -0.02 0.07 -0.19  -0.230
N: 1.11 0.88 -0.03  -0.383
C: 2.19 0.14 -0.06  0.146
S: 3.74 0.67 0.24  -0.090
N: 1.83 -1.21 -0.05  -0.511
C: 0.53 -1.36 -0.03  0.693
N: -0.05 -2.56 0.00  -0.723
H: -0.28 2.68 0.33  0.320
H: -2.10 2.52 0.50  0.249
H: -1.30 2.57 -1.11  0.282
H: -3.17 0.49 0.17  0.545
H: 2.42 -1.90 -0.39  0.455
H: 0.59 -3.32 0.18  0.424
H: -0.77 -2.67 0.64  0.425

Values from the calculation:
* HOMO (spin up / spin down): -11.35 / -11.35 eV
* frontier orbital gap (spin up / spin down): 5.75 / 5.75 eV
* SMILES string: C/C(O)=[N+]1\N=C([S-])NC1=[NH2+]
* lowest unoccupied orbital energy (spin up / spin down): -5.604 / -5.604 eV
* relative energy (zero: lowest compared OMol25 entry of this formula, charge and spin): 64.7 kcal per mole
* E: -23095.1354 eV
* largest force on an atom: 2.9 eV/A
* net charge: +1
* 2S+1: 1